{
  "formula": "C15H21Cl12NO3",
  "method": "ωB97M-V with the def2-TZVPD basis set",
  "e_lumo_ev": -1.0,
  "homo_energy_ev": -9.6989,
  "orbital_gap_ha": 0.320,
  "total_charge": 0,
  "multiplicity": 1,
  "species": ["Cl", "Cl", "Cl", "Cl", "Cl", "Cl", "Cl", "Cl", "Cl", "Cl", "Cl", "Cl", "O", "O", "O", "N", "C", "C", "C", "C", "C", "C", "C", "C", "C", "C", "C", "C", "C", "C", "C", "H", "H", "H", "H", "H", "H", "H", "H", "H", "H", "H", "H", "H", "H", "H", "H", "H", "H", "H", "H", "H"],
  "positions_angstrom": [[-0.0849, -1.0380, 4.0877], [-6.6867, -1.7292, 4.7903], [-2.9460, -0.5331, 0.4239], [-8.5464, 0.5117, 6.9396], [0.9000, 1.8568, -4.5558], [-4.7888, -1.4216, 6.9844], [3.1332, 3.7091, -4.2759], [-6.5506, 2.2354, 8.1873], [0.4034, 0.9962, -7.6406], [0.8149, -1.5492, -9.0078], [-2.0745, -2.7729, 2.8462], [-3.2361, 1.1554, 2.7837], [-0.0061, 1.5528, -1.1118], [2.2220, -1.6641, -4.0983], [4.5211, -2.3406, -1.3353], [4.4790, -0.2281, -2.4608], [2.0918, -1.3015, -2.9174], [1.3738, 3.5296, -4.2416], [0.2439, -0.7611, -7.5319], [2.3548, 0.7359, -1.4054], [3.0330, -0.1952, -2.2229], [-5.5458, -0.6417, 5.5889], [-7.8196, 1.0359, 8.4633], [6.6143, -1.1355, -1.0671], [5.1068, -1.2622, -1.6289], [5.1262, 1.1041, -2.2952], [-2.4740, 0.9842, 1.1976], [-1.3524, -2.2389, 4.3680], [0.7655, 0.5811, -1.2263], [0.9273, -1.8909, -1.9869], [0.2581, -0.9437, -1.1700], [-0.8045, -1.0118, -7.3806], [0.8344, -1.1182, -6.6891], [-1.3927, 0.9969, 1.3222], [-0.5761, -1.2422, -0.4591], [-4.7704, -0.3581, 4.8784], [2.9028, 1.5740, -0.8796], [4.6214, 1.8783, -2.9617], [-8.5924, 1.4765, 9.0906], [-6.0793, 0.2450, 5.9258], [-2.1278, -1.7956, 4.9910], [6.2446, 1.1132, -2.5296], [1.0066, 3.8225, -3.2593], [0.9379, 4.1716, -5.0051], [0.6646, -2.9976, -2.0032], [7.3629, -1.0183, -1.9165], [6.9074, -2.1018, -0.5203], [6.7079, -0.3010, -0.2876], [-0.9187, -3.0989, 4.8749], [-2.7815, 1.8144, 0.5649], [-7.3862, 0.1715, 8.9635], [4.9818, 1.4389, -1.2002]],
  "forces_ev_per_angstrom": [[0.0, 0.0, 0.1], [0.1, 0.1, 0.0], [-0.1, 0.1, -0.2], [-0.1, 0.0, 0.1], [0.0, 0.2, 0.2], [0.1, 0.1, 0.1], [0.0, 0.2, 0.0], [0.0, 0.0, 0.1], [-0.1, -0.1, -0.2], [0.0, -0.1, 0.0], [0.0, -0.1, 0.2], [0.0, 0.1, 0.1], [2.3, -2.8, -0.1], [-0.2, 1.1, 3.4], [1.1, 3.8, -1.3], [0.1, -0.4, 2.0], [0.1, -1.1, -1.1], [-0.3, 0.0, 0.1], [-0.1, -0.1, 0.2], [0.4, -1.8, -1.5], [-2.2, 0.8, 1.3], [0.0, 0.2, -0.2], [-0.1, -0.1, 0.3], [-0.1, 0.0, -0.1], [-0.4, -3.2, 0.8], [0.1, 1.3, 0.6], [0.2, 0.1, -0.2], [-0.1, -0.1, 0.2], [-0.5, 0.4, 0.1], [-0.5, 2.9, 1.4], [1.9, -1.3, -1.6], [0.1, 0.1, -0.1], [0.0, 0.1, -0.2], [-0.2, -0.1, 0.0], [1.1, 0.7, -1.2], [-0.1, -0.2, 0.1], [-1.0, -1.0, -0.8], [0.6, -1.3, 0.9], [0.1, 0.0, -0.2], [0.0, -0.2, 0.0], [0.1, 0.0, -0.2], [-1.7, -0.4, 0.3], [0.1, -0.1, -0.1], [0.2, -0.2, 0.0], [0.4, 1.7, -0.2], [-1.0, 0.2, 1.1], [-0.9, 1.3, -1.0], [-0.1, -0.9, -1.4], [0.0, 0.1, -0.2], [0.0, -0.2, 0.1], [0.0, 0.1, -0.2], [0.5, -0.2, -1.6]],
  "mulliken_charge": [-0.16, -0.15, -0.16, -0.13, -0.07, -0.18, -0.18, -0.14, -0.16, -0.17, -0.12, -0.15, -0.54, -0.59, -0.56, 0.17, 0.26, -0.34, 0.03, -0.38, 0.65, 0.48, -0.27, -1.03, 0.76, -0.55, -0.16, -0.06, 0.23, -0.54, 0.06, 0.28, 0.02, 0.09, 0.09, -0.19, 0.18, -0.08, 0.32, 0.02, 0.02, 0.30, 0.24, 0.36, 0.35, 0.31, 0.29, 0.28, 0.32, 0.36, 0.25, 0.35]
}


{
  "formula": "C15H21Cl5IO2P2V",
  "method": "ωB97M-V with the def2-TZVPD basis set",
  "e_lumo_ev": [-9.7, -9.9],
  "homo_energy_ev": [-14.7834, -14.8943],
  "orbital_gap_ha": [0.186, 0.185],
  "total_charge": 2,
  "multiplicity": 3,
  "species": ["I", "V", "Cl", "Cl", "Cl", "Cl", "Cl", "P", "P", "O", "O", "C", "C", "C", "C", "C", "C", "C", "C", "C", "C", "C", "C", "C", "C", "C", "H", "H", "H", "H", "H", "H", "H", "H", "H", "H", "H", "H", "H", "H", "H", "H", "H", "H", "H", "H", "H"],
  "positions_angstrom": [[-2.8336, -0.7074, -2.6041], [-1.3085, -0.7316, -0.5734], [2.7140, 4.0701, -2.7712], [3.4245, 2.2721, -0.2987], [1.2025, 0.5633, 1.0629], [-0.2383, 4.1782, -3.7956], [-2.4423, 2.6220, -2.3594], [-2.7003, 0.5060, 1.0378], [0.5033, -1.4496, -2.2607], [1.1558, -2.6545, 0.4240], [-0.4257, -1.4050, 2.7819], [-0.8048, 2.3424, -1.8592], [1.4999, 3.1486, -2.0075], [0.8161, 1.4791, -0.3668], [0.4120, -0.6115, -3.8790], [0.2161, -1.8883, 0.4630], [0.1633, 3.1851, -2.4644], [-0.4435, 1.3508, -0.9376], [0.2585, -3.1995, -2.6754], [-1.8595, 1.3435, 2.4272], [-3.8409, -0.5927, 1.9431], [2.2962, -1.2991, -1.9758], [-0.7156, -1.9960, 1.7472], [-3.8404, 1.8206, 0.5039], [-1.6862, -3.1184, 1.6144], [1.8226, 2.3215, -0.9103], [2.5846, -0.2498, -1.8364], [-2.6166, 1.7840, 3.0887], [2.8067, -1.7155, -2.8550], [-3.2697, 2.7043, 0.2021], [-3.2741, -1.2206, 2.6409], [-1.2560, 0.6097, 2.9768], [0.5725, 0.4649, -3.7524], [-4.4266, 1.4732, -0.3525], [-0.5755, -0.7734, -4.3248], [1.2011, -1.0289, -4.5208], [-1.2037, 2.1275, 2.0388], [-4.5096, 2.0781, 1.3372], [2.5812, -1.8693, -1.0851], [-2.0124, -3.4188, 2.6164], [0.4539, -3.8085, -1.7841], [-2.5724, -2.8622, 1.0074], [-1.1894, -3.9735, 1.1310], [-4.3680, -1.2271, 1.2204], [0.9564, -3.4755, -3.4762], [-4.5653, 0.0195, 2.4958], [-0.7759, -3.3520, -2.9987]],
  "forces_ev_per_angstrom": [[0.1, -0.6, 0.8], [1.1, 2.4, -1.6], [-0.2, -0.1, 0.2], [-0.3, 0.0, 0.0], [-0.2, -0.2, -0.2], [0.0, 0.0, 0.3], [0.4, -0.3, 0.1], [-0.9, 1.1, 1.7], [0.5, 0.1, -1.1], [-3.2, 2.7, 0.2], [-0.8, -1.4, -3.4], [-0.1, 0.4, -0.8], [-0.3, -0.4, 0.2], [1.0, 0.5, -0.5], [-0.4, 0.1, 0.1], [3.2, -3.0, -0.6], [0.3, -0.5, 0.4], [-0.4, -0.5, 0.3], [-0.1, -0.1, 0.3], [0.5, -0.3, -0.1], [0.1, -0.5, -0.3], [0.0, 0.0, 0.7], [0.8, 0.8, 4.5], [0.0, 0.0, -0.6], [-0.3, -0.5, -0.2], [-0.7, -0.3, 0.1], [-0.1, -0.2, -0.1], [0.1, -0.1, -0.2], [-0.2, 0.1, 0.2], [-0.2, -0.2, 0.1], [-0.3, 0.2, -0.1], [-0.2, 0.4, 0.0], [0.0, -0.2, -0.1], [0.0, 0.2, 0.2], [0.4, 0.1, -0.1], [-0.2, 0.1, 0.2], [-0.1, 0.0, 0.1], [0.3, -0.2, -0.2], [0.2, 0.2, -0.3], [0.0, 0.2, -0.2], [0.0, 0.0, -0.3], [0.2, 0.0, 0.1], [-0.1, 0.2, 0.1], [-0.1, 0.1, 0.3], [-0.2, 0.0, 0.2], [0.2, -0.2, -0.1], [0.2, -0.1, 0.0]],
  "mulliken_charge": [0.03, -0.69, -0.10, -0.07, 0.00, -0.10, -0.10, 1.15, 1.31, -0.35, -0.44, 0.14, 0.11, 1.16, -1.08, -0.17, 0.17, -0.58, -1.14, -1.21, -1.19, -1.17, 0.65, -1.21, -1.13, -0.01, 0.25, 0.45, 0.52, 0.37, 0.28, 0.32, 0.25, 0.36, 0.38, 0.47, 0.35, 0.48, 0.38, 0.37, 0.36, 0.35, 0.43, 0.37, 0.46, 0.47, 0.36]
}


{
  "formula": "C15H21ClFN2O5S2",
  "method": "ωB97M-V with the def2-TZVPD basis set",
  "e_lumo_ev": -2.5,
  "homo_energy_ev": -12.2128,
  "orbital_gap_ha": 0.359,
  "total_charge": 1,
  "multiplicity": 1,
  "species": ["Cl", "S", "S", "F", "O", "O", "O", "O", "O", "N", "N", "C", "C", "C", "C", "C", "C", "C", "C", "C", "C", "C", "C", "C", "C", "C", "H", "H", "H", "H", "H", "H", "H", "H", "H", "H", "H", "H", "H", "H", "H", "H", "H", "H", "H", "H", "H"],
  "positions_angstrom": [[-1.8932, -9.2913, 12.9738], [-3.1972, -2.5050, 6.6569], [-0.0633, -2.4250, 7.3553], [-1.5667, -4.3721, 7.5496], [-3.8937, -2.5146, 5.3678], [-3.9351, -2.8513, 7.8614], [-1.3884, -4.0952, 5.3662], [0.0225, -2.7224, 8.7722], [1.1366, -2.4522, 6.5435], [-2.9116, -7.5044, 11.1963], [-2.4050, -5.9602, 9.3538], [-1.4868, -3.4895, 6.5571], [-2.1042, -5.4443, 5.3497], [-1.6453, -5.4727, 10.4938], [-4.1694, -6.8267, 10.7034], [-1.9332, -6.3975, 11.6564], [-1.0117, -0.8809, 7.2812], [-1.9561, -7.2598, 8.8978], [-3.8365, -5.8799, 9.5542], [-3.2871, -8.4175, 12.2931], [-1.0928, 1.5005, 7.5290], [-2.3709, -0.9093, 6.9859], [-0.3606, 0.3137, 7.5937], [-2.4542, 1.4750, 7.2213], [-3.1086, 0.2642, 6.9659], [-2.2763, -8.2481, 10.0046], [0.6787, 0.2710, 7.8874], [-4.5950, -6.2796, 11.5505], [-3.0344, 2.3907, 7.2266], [-3.7438, -7.8323, 13.0936], [-1.3881, -8.7575, 10.3802], [-3.1054, -5.2906, 5.7624], [-0.5749, -5.4858, 10.2347], [-4.3538, -6.1896, 8.6251], [-0.8668, -7.2159, 8.7211], [-1.5147, -6.1339, 5.9516], [-1.0411, -6.8902, 12.0385], [-4.1943, 0.2053, 6.7814], [-0.5918, 2.4323, 7.7659], [-4.8525, -7.6146, 10.3822], [-2.4296, -5.8605, 12.4716], [-2.4874, -7.5144, 7.9626], [-1.9718, -4.4452, 10.7120], [-3.9903, -9.1526, 11.8983], [-2.1886, -5.8156, 4.3299], [-4.0933, -4.8351, 9.8014], [-3.0132, -8.9851, 9.6709]],
  "forces_ev_per_angstrom": [[-0.3, 0.2, -0.2], [0.5, 1.2, -0.4], [-0.2, 1.3, -0.7], [-0.4, -1.1, 0.9], [1.2, -0.1, 1.7], [0.6, -0.2, -0.6], [0.0, -1.0, -0.2], [-0.2, -0.4, -1.1], [-1.3, 0.1, 0.6], [0.9, 0.8, -0.9], [0.4, 1.0, -1.2], [-0.8, -0.2, 0.2], [0.4, 1.2, 0.3], [-0.2, 0.0, -1.0], [-0.8, -0.2, 0.5], [-0.4, -0.6, 1.0], [0.8, -0.2, -0.1], [-0.1, 0.8, 0.1], [0.7, 0.1, -0.3], [0.2, -0.4, 0.4], [0.1, -0.4, 0.2], [-0.4, -0.5, -0.4], [-0.7, -0.2, -0.3], [-0.2, -0.4, 0.1], [-0.2, 0.2, 0.1], [-0.3, -0.9, 0.7], [0.1, 0.2, -0.1], [0.0, -0.3, 0.0], [0.1, 0.0, -0.1], [0.1, -0.1, -0.2], [-0.2, 0.0, 0.1], [0.2, -0.1, 0.0], [-0.4, 0.2, 0.1], [0.2, 0.3, 0.5], [-0.5, 0.0, -0.1], [-0.1, 0.1, -0.1], [-0.2, -0.1, 0.1], [0.7, 0.2, 0.0], [-0.1, 0.0, -0.1], [0.0, 0.0, 0.2], [0.0, -0.3, 0.0], [0.3, 0.0, 0.4], [0.3, -0.3, -0.1], [0.1, 0.1, 0.1], [0.3, 0.6, 0.0], [0.0, -0.5, -0.3], [0.1, 0.0, 0.3]],
  "mulliken_charge": [-0.10, 1.17, 1.19, -0.10, -0.63, -0.55, -0.44, -0.54, -0.61, -0.01, 0.03, 0.36, -0.66, -0.57, -0.72, -0.74, 0.40, -0.55, -0.50, -0.51, -0.59, 0.38, -0.68, -0.59, -0.66, -0.75, 0.46, 0.40, 0.40, 0.40, 0.39, 0.27, 0.43, 0.32, 0.36, 0.23, 0.39, 0.42, 0.40, 0.39, 0.39, 0.43, 0.42, 0.40, 0.34, 0.39, 0.38]
}


{
  "formula": "C15H21FeN2O2",
  "method": "ωB97M-V with the def2-TZVPD basis set",
  "e_lumo_ev": [-2.8, -3.6],
  "homo_energy_ev": [-9.2125, -11.8252],
  "orbital_gap_ha": [0.235, 0.301],
  "total_charge": 1,
  "multiplicity": 5,
  "species": ["Fe", "O", "O", "N", "N", "C", "C", "C", "C", "C", "C", "C", "C", "C", "C", "C", "C", "C", "C", "C", "H", "H", "H", "H", "H", "H", "H", "H", "H", "H", "H", "H", "H", "H", "H", "H", "H", "H", "H", "H", "H"],
  "positions_angstrom": [[-1.7657, 0.5797, 1.8150], [-3.2720, -1.9926, 1.5063], [-3.3686, 1.7225, -0.4202], [0.8673, -0.4628, -1.6488], [-0.0361, 0.4383, -2.4153], [0.8264, 0.0094, -0.2683], [2.8500, -1.7806, -1.5814], [-0.8505, 2.2213, 2.6528], [-2.8180, -0.9451, 1.7329], [-0.5873, -0.2913, 0.3537], [0.4257, -1.9285, -1.8342], [-2.8184, 1.3952, 0.5498], [0.1129, 0.8499, -3.6090], [-2.5220, 0.9202, 3.6080], [-1.2665, 0.2178, 3.7512], [-2.2592, 2.1556, 2.9266], [2.2867, -0.4849, -2.1795], [-0.2437, 1.0146, 3.1531], [1.6538, -2.7325, -1.4316], [1.1430, 1.4907, -0.2542], [2.2210, -0.5371, -3.2735], [1.5783, -0.5597, 0.2984], [-2.9731, 2.9558, 2.7649], [1.7661, -3.6237, -2.0568], [-0.4847, -2.1100, -1.2565], [-1.2960, -0.4452, -0.4778], [-3.4757, 0.6143, 4.0250], [2.0560, 1.7311, -0.8080], [-1.1137, -0.7071, 4.2974], [1.2832, 1.8510, 0.7733], [0.1856, -2.0252, -2.9025], [-0.7177, 1.4049, -4.0968], [3.6261, -2.1976, -2.2356], [0.3235, 2.0743, -0.7070], [-0.3185, 3.0778, 2.2476], [0.8241, 0.8159, 3.1967], [1.0106, 0.7176, -4.2463], [3.2885, -1.5699, -0.5978], [1.5478, -3.0549, -0.3901], [-0.5074, -1.2378, 0.9236], [2.8182, 0.4287, -1.8851]],
  "forces_ev_per_angstrom": [[2.8, -3.0, -5.1], [1.5, 3.2, 0.8], [1.7, -0.8, 2.7], [0.8, 0.3, -3.4], [-1.5, -0.3, 0.0], [-1.8, 0.6, 2.5], [0.5, 0.2, -0.1], [0.4, 0.8, 1.9], [-3.5, -6.2, -1.0], [1.1, -0.7, -0.9], [-0.3, 0.4, -0.5], [-3.9, 2.5, -5.7], [1.1, -0.6, 0.2], [0.2, 1.5, 2.5], [0.1, 0.7, 1.6], [0.5, 1.4, 2.8], [0.1, -0.4, 0.0], [0.1, 1.3, 1.5], [-0.2, -0.2, 0.3], [0.1, 0.8, 0.0], [0.1, -0.1, 0.4], [-0.1, 0.2, -0.4], [0.1, -0.3, -0.2], [-0.2, 0.2, 0.2], [0.4, 0.1, -0.1], [0.2, -0.1, 0.3], [0.2, 0.0, -0.2], [-0.1, 0.1, 0.2], [-0.1, 0.1, -0.3], [-0.1, -0.3, -0.3], [0.2, 0.1, 0.3], [0.5, -0.3, 0.8], [-0.1, 0.2, 0.3], [0.3, -0.3, 0.3], [-0.3, -0.3, -0.1], [-0.3, -0.1, -0.3], [-0.4, -0.1, 0.4], [0.1, -0.1, -0.4], [0.1, -0.1, -0.2], [0.0, 0.0, -0.4], [-0.2, -0.5, -0.2]],
  "mulliken_charge": [0.08, -0.29, -0.31, 0.89, -0.71, 0.70, -0.66, -0.66, 0.44, -1.62, -0.49, 0.25, -0.22, -0.64, -0.70, -0.77, -0.64, -0.45, -0.59, -1.58, 0.57, 0.39, 0.61, 0.39, 0.36, 0.82, 0.57, 0.39, 0.52, 0.27, 0.44, 0.28, 0.42, 0.38, 0.54, 0.49, 0.21, 0.31, 0.26, 0.51, 0.24]
}